Run P
Density functional theory data (the ωB97M-V functional and the def2-TZVPD basis) for a cluster of 5 separate species, CH11O5 in total.

Computed properties:
E_LUMO (eV): 3.8
HOMO energy (eV): -4.7
Multiplicity: 1
Total charge: -1
Frontier orbital gap (eV): 8.52

CARTESIAN COORDINATES (ANGSTROEM)
C  0.90216  -0.31495  -0.86571
O  1.18542  -0.25362  0.53179
H  0.10861  0.40356  -1.05823
H  1.70538  -0.12981  -1.61550
H  0.60791  -1.33818  -1.16201
H  3.29652  -2.29415  0.38361
H  2.52947  -0.98834  0.20846
O  3.46310  -1.39119  0.10655
H  0.04467  1.54009  0.33403
H  -0.92779  1.68486  1.33395
O  -0.63552  2.19190  0.56483
H  -1.24420  -1.55070  1.23900
H  -0.14305  -0.26396  1.05312
O  -1.08128  -0.61227  1.41782
H  -3.34400  0.96215  -0.08011
H  -2.88044  1.00574  -1.46109
O  -3.58697  1.34886  -0.93051



Run Q
Density functional theory data (the ωB97M-V functional and the def2-TZVPD basis) for a cluster of 5 separate species, CH11O5 in total.

Computed properties:
E_LUMO (eV): 4.0
HOMO energy (eV): -4.6
Multiplicity: 1
Total charge: -1
Frontier orbital gap (eV): 8.55

CARTESIAN COORDINATES (ANGSTROEM)
C  -0.49040  1.81975  0.21667
O  0.00490  0.52565  0.26132
H  0.24312  2.51432  0.64143
H  -1.46840  1.88197  0.72621
H  -0.73299  2.17697  -0.80553
H  2.83984  0.54116  -0.68828
H  1.36924  0.55500  -0.83823
O  2.19162  0.63154  -1.40004
H  -1.06260  -0.23154  -0.67111
H  -1.52920  -0.18074  -2.17319
O  -1.68246  -0.65917  -1.34816
H  1.70164  -1.29765  2.18541
H  1.39120  -0.28879  1.07224
O  2.09894  -0.57430  1.69901
H  -1.38581  -2.23708  1.08273
H  -1.70285  -2.34901  -0.39862
O  -1.78579  -2.82808  0.43815



Which structure is the most stable? The one labeled run Q.



Run P
Density functional theory data (the ωB97M-V functional and the def2-TZVPD basis) for the molecule C9H11NO3S.

Computed properties:
SMILES: [H]/N=C(\c1ccccc1CC)S(=O)(=O)O
E_LUMO (eV): -0.1
HOMO energy (eV): -9.5
Multiplicity: 1
Frontier orbital gap (eV): 9.32

CARTESIAN COORDINATES (ANGSTROEM)
H  1.44695  1.41907  2.46358
N  2.00929  0.99134  1.75460
C  1.47703  0.58946  0.68795
C  0.10243  0.74382  0.17550
C  -0.41531  2.04398  0.27582
C  -1.53470  2.43434  -0.31858
C  -2.40394  1.46000  -0.87644
C  -1.98496  0.11709  -0.93092
C  -0.70570  -0.24303  -0.37994
C  -0.20035  -1.62284  -0.08197
C  -1.46931  -2.49049  0.19627
S  2.65104  -0.35148  -0.34471
O  2.94663  -1.56782  0.26831
O  2.10994  -0.41332  -1.69763
O  3.90790  0.66802  -0.37035
H  0.04259  2.88074  0.73943
H  -1.72462  3.41245  -0.16872
H  -3.44408  1.85393  -1.23131
H  -2.52489  -0.74220  -1.33121
H  0.32885  -2.15024  -0.93559
H  0.38057  -1.67839  0.74405
H  -2.09495  -2.78044  -0.65203
H  -2.02828  -2.07963  0.91500
H  -1.01442  -3.38362  0.51067
H  4.14229  0.88928  0.58823



Run Q
Density functional theory data (the ωB97M-V functional and the def2-TZVPD basis) for the molecule C9H11NO3S.

Computed properties:
SMILES: COC1(S(=O)(=O)c2ccccn2)CC1
E_LUMO (eV): 0.5
HOMO energy (eV): -9.0
Multiplicity: 1
Frontier orbital gap (eV): 9.52

CARTESIAN COORDINATES (ANGSTROEM)
C  -1.68095  -2.06492  0.38334
O  -0.51737  -1.81251  -0.40507
C  -0.53265  -0.87695  -1.37351
S  -0.54688  1.17740  -0.60142
O  -1.93300  1.57721  -0.46381
O  0.39348  1.89081  -1.45418
C  -0.05794  1.25354  1.09609
C  -0.59076  2.28690  1.85323
C  -0.22594  2.42281  3.15344
C  0.58563  1.42246  3.68991
C  1.03210  0.37311  2.91344
N  0.70480  0.31021  1.59975
C  -1.13551  -0.88251  -2.66399
C  0.35585  -0.84786  -2.57711
H  -2.21087  -2.99709  -0.00648
H  -2.29489  -1.13687  0.41179
H  -1.52701  -2.25480  1.45623
H  -1.24118  2.98778  1.23999
H  -0.73673  3.03234  3.85519
H  0.90283  1.59709  4.63916
H  1.53595  -0.46344  3.35775
H  -1.79879  -0.03989  -3.03822
H  -1.61323  -1.80292  -2.92665
H  1.04098  -1.64955  -2.75786
H  0.93417  0.13288  -2.62841



Which structure is the most stable? The one labeled run P.



Run P
Density functional theory data (the ωB97M-V functional and the def2-TZVPD basis) for the molecule C4H2N4.

Computed properties:
SMILES: N#Cc1ncncn1
E_LUMO (eV): -1.0
HOMO energy (eV): -11.1
Multiplicity: 1
Frontier orbital gap (eV): 10.06

CARTESIAN COORDINATES (ANGSTROEM)
N  -3.44773  0.00937  -0.00526
C  -2.30562  -0.02206  -0.01096
C  -0.87848  0.00935  0.01283
N  -0.23495  -1.17174  0.00586
C  1.05848  -1.11640  -0.03260
N  1.82654  -0.00066  -0.00813
C  1.07383  1.10722  0.00839
N  -0.25096  1.17725  -0.04400
H  1.56201  -2.05785  0.00429
H  1.59689  2.06552  0.06959



Run Q
Density functional theory data (the ωB97M-V functional and the def2-TZVPD basis) for the molecule C4H2N4.

Computed properties:
SMILES: C1=C2N=NC=C2N=N1
E_LUMO (eV): -2.5
HOMO energy (eV): -10.6
Multiplicity: 1
Frontier orbital gap (eV): 8.10

CARTESIAN COORDINATES (ANGSTROEM)
C  -1.41115  -0.65354  -0.91244
C  -0.32819  0.37232  -0.58150
N  0.48326  1.29612  -1.08909
N  1.56637  1.49249  -0.07397
C  1.44381  0.64673  0.85928
C  0.22456  -0.24348  0.60677
N  -0.29483  -1.39260  0.91562
N  -1.46099  -1.46686  0.07271
H  -2.19510  -0.71043  -1.62353
H  1.97225  0.65925  1.82615



Which structure is the most stable? The one labeled run P.



Run P
Density functional theory data (the ωB97M-V functional and the def2-TZVPD basis) for a cluster of 2 separate species, C3H12N2S in total.

Computed properties:
SMILES: CCS.NCN
E_LUMO (eV): 0.8
HOMO energy (eV): -9.1
Multiplicity: 1
Frontier orbital gap (eV): 9.87

CARTESIAN COORDINATES (ANGSTROEM)
C  1.74552  2.05025  -1.75295
C  2.08748  0.95600  -0.76080
S  1.79124  1.41441  1.00958
H  0.79282  2.51039  -1.48724
H  2.45197  2.88522  -1.71283
H  1.76509  1.67393  -2.77798
H  3.15302  0.72759  -0.74781
H  1.47254  0.07039  -0.89177
H  2.48757  2.55480  1.22535
N  -3.52897  -1.58254  0.64314
C  -2.10419  -1.61241  0.26344
N  -1.85855  -2.82892  -0.49163
H  -3.70171  -1.71622  1.64558
H  -3.86504  -0.61195  0.70762
H  -1.52387  -1.58885  1.19188
H  -1.89893  -0.70487  -0.29758
H  -1.73256  -3.61611  0.11659
H  -1.12903  -2.70873  -1.15716



Run Q
Density functional theory data (the ωB97M-V functional and the def2-TZVPD basis) for a cluster of 2 separate species, C3H12N2S in total.

Computed properties:
SMILES: CSC.NCN
E_LUMO (eV): 0.8
HOMO energy (eV): -8.9
Multiplicity: 1
Frontier orbital gap (eV): 9.73

CARTESIAN COORDINATES (ANGSTROEM)
C  2.34810  -0.83752  -1.09517
S  2.21704  -0.32837  0.65405
C  1.78241  1.42149  0.26506
H  2.55139  -1.90997  -1.16053
H  3.26848  -0.42235  -1.51999
H  1.52385  -0.59446  -1.76276
H  1.68744  1.83575  1.27577
H  2.48256  1.99717  -0.31760
H  0.74916  1.39389  -0.07907
N  -2.07812  0.48924  1.35812
C  -2.46193  -0.72992  0.68108
N  -1.79320  -0.96454  -0.64793
H  -1.07402  0.51626  1.46302
H  -2.31040  1.32193  0.82933
H  -2.18343  -1.56537  1.32263
H  -3.54244  -0.74990  0.54891
H  -2.29054  -0.31240  -1.25305
H  -0.87635  -0.56092  -0.56186



Which structure is the most stable? The one labeled run Q.



Run P
Density functional theory data (the ωB97M-V functional and the def2-TZVPD basis) for a cluster of 2 separate species, C4H7BrO in total.

Computed properties:
E_LUMO (eV): 0.7
HOMO energy (eV): -8.6
Multiplicity: 1
Frontier orbital gap (eV): 9.38

CARTESIAN COORDINATES (ANGSTROEM)
C  -0.76587  -2.05184  -0.32175
C  -1.17976  -1.27589  0.68640
C  0.12070  2.08033  -0.01796
C  1.42188  0.34546  -0.57738
O  1.46337  1.48250  -0.05361
Br  3.11465  -0.56010  -0.37796
H  -1.21908  -2.08222  -1.32136
H  0.05420  -2.76740  -0.21852
H  -2.10375  -0.65111  0.64995
H  0.52602  3.15237  -0.11725
H  -0.39362  1.87819  0.91917
H  -0.51347  1.68134  -0.75846
H  -0.52527  -1.23162  1.50874



Run Q
Density functional theory data (the ωB97M-V functional and the def2-TZVPD basis) for the molecule C4H7BrO.

Computed properties:
SMILES: C=C[C@@H](Br)OC
E_LUMO (eV): 0.9
HOMO energy (eV): -9.9
Multiplicity: 1
Frontier orbital gap (eV): 10.76

CARTESIAN COORDINATES (ANGSTROEM)
C  0.12323  -1.05232  2.42868
C  -0.23034  -1.28862  1.20417
C  0.06073  0.09537  -0.03734
Br  2.00771  0.61932  0.12472
O  -0.43100  -0.14048  -1.35029
C  -0.31216  1.02255  -2.15193
H  0.17388  -1.86344  3.17696
H  0.36875  -0.09903  2.67304
H  -0.57126  -2.24780  0.72263
H  -0.38551  1.08372  0.36733
H  0.60674  1.47864  -1.87780
H  -1.09187  1.72252  -1.97771
H  -0.31890  0.66957  -3.30244



Which structure is the most stable? The one labeled run Q.



Run P
Density functional theory data (the ωB97M-V functional and the def2-TZVPD basis) for a cluster of 2 separate species, C20H21 in total.

Computed properties:
E_LUMO (eV): -5.4
HOMO energy (eV): -10.9
Multiplicity: 1
Total charge: +1
Frontier orbital gap (eV): 5.58

CARTESIAN COORDINATES (ANGSTROEM)
C  -6.58888  -1.08302  0.20885
C  -5.30213  -0.27872  0.18024
C  -4.03966  -0.79258  0.09358
C  -2.81279  -0.07044  0.30970
C  -1.53289  -0.62523  0.29568
H  -7.40241  -0.34469  0.21628
H  -6.73510  -1.72695  -0.66866
H  -6.71758  -1.70740  1.10653
H  -5.45130  0.80489  0.27151
H  -3.91631  -1.86571  -0.09998
H  -2.88355  1.00329  0.47852
H  -0.96272  -0.58152  1.27178
H  -1.32139  -1.42718  -0.46360
C  0.23343  0.75039  -0.26174
C  0.09103  1.85798  0.69007
C  -0.92704  2.85000  0.55594
C  -1.19035  3.76618  1.58589
C  -0.41266  3.76764  2.74935
C  0.64042  2.85919  2.86814
C  0.90222  1.93356  1.85851
C  1.56407  0.24281  -0.50936
C  1.97159  -0.62536  -1.51690
C  3.19690  -1.38234  -1.57022
C  3.58262  -2.07513  -2.75871
C  4.74744  -2.83902  -2.83119
C  5.59270  -2.95197  -1.71057
C  5.25250  -2.26688  -0.53391
C  4.08211  -1.49924  -0.46085
H  -0.49849  0.65563  -1.08051
H  -1.46523  2.91539  -0.39995
H  -2.02482  4.47027  1.46111
H  -0.59516  4.52099  3.50797
H  1.26056  2.87391  3.76718
H  1.76926  1.27110  1.96402
H  2.34868  0.57462  0.18972
H  1.35775  -0.68082  -2.40833
H  2.93631  -1.99741  -3.63495
H  5.00238  -3.36908  -3.75509
H  6.49370  -3.57555  -1.76693
H  5.91817  -2.36115  0.33071
H  3.83660  -0.99045  0.47020



Run Q
Density functional theory data (the ωB97M-V functional and the def2-TZVPD basis) for the ion C20H21 with charge +1.

Computed properties:
E_LUMO (eV): -5.7
HOMO energy (eV): -11.9
Multiplicity: 1
Total charge: +1
Frontier orbital gap (eV): 6.28

CARTESIAN COORDINATES (ANGSTROEM)
C  0.51296  0.11165  -5.75661
C  0.25685  0.34871  -4.29809
C  -0.92102  -0.14992  -3.71772
C  -1.19949  0.06695  -2.38570
C  -0.30092  0.79771  -1.54075
C  -0.70196  0.94196  -0.21074
C  0.13302  1.29950  0.96470
C  0.91159  1.27953  -2.14327
C  1.15733  1.06733  -3.48584
H  1.46182  0.55840  -6.06190
H  0.54372  -0.96089  -5.98437
H  -0.28956  0.54315  -6.36753
H  -1.62950  -0.71326  -4.33558
H  -2.10870  -0.32186  -1.92379
H  -1.75340  0.74625  -0.01157
H  -0.13736  2.35172  1.18279
H  1.20067  1.24783  0.66442
H  1.61714  1.84151  -1.51939
H  2.06997  1.45884  -3.95642
C  1.21510  0.74089  3.12479
C  0.79026  1.81501  4.14841
C  -0.71067  1.73108  4.13324
C  -1.17416  0.95176  3.12823
C  -0.03665  0.46917  2.22036
C  -0.15828  -0.99994  1.80116
C  -1.40205  -1.62575  1.71492
C  -1.54769  -2.76660  0.92251
C  -0.43087  -3.34732  0.31937
C  0.84205  -2.81463  0.56923
C  0.97915  -1.67682  1.35873
H  2.10189  1.02906  2.54724
H  1.46732  -0.17366  3.66730
H  1.22353  1.56346  5.12715
H  1.17962  2.81551  3.88776
H  -1.29103  2.31602  4.84552
H  -2.20611  0.66173  2.93909
H  -2.28331  -1.19648  2.19776
H  -2.54621  -3.20244  0.79062
H  -0.53968  -4.23502  -0.30900
H  1.73277  -3.29765  0.16372
H  1.97185  -1.27250  1.58926



Which structure is the most stable? The one labeled run Q.



Run P
Density functional theory data (the ωB97M-V functional and the def2-TZVPD basis) for a cluster of 2 separate species, C4H9BO2 in total.

Computed properties:
E_LUMO (alpha / beta) (eV): -0.3 / -0.2
HOMO energy (alpha / beta) (eV): -7.0 / -7.0
Multiplicity: 1
Frontier orbital gap (alpha / beta) (eV): 6.78 / 6.75

CARTESIAN COORDINATES (ANGSTROEM)
B  0.46835  1.59408  0.48877
C  0.27407  -0.52466  -2.28927
C  -0.43922  -0.66169  -1.14429
C  -0.67721  -1.51413  1.31327
C  0.13036  -0.97326  0.12445
O  1.71113  1.87399  1.04058
O  -0.60194  2.38464  0.31349
H  -0.15762  -0.34855  -3.34115
H  1.22318  -1.04073  -2.24529
H  -1.45403  -0.27108  -1.28240
H  -0.86674  -2.54476  1.37972
H  -0.30240  -1.38360  2.34813
H  -1.78286  -1.16675  1.32689
H  1.09728  -1.46507  0.09742
H  1.89083  2.73349  1.56683
H  -0.51317  3.30808  0.30286



Run Q
Density functional theory data (the ωB97M-V functional and the def2-TZVPD basis) for the molecule C4H9BO2.

Computed properties:
SMILES: C/C=C(\C)B(O)O
E_LUMO (eV): 0.3
HOMO energy (eV): -9.2
Multiplicity: 1
Frontier orbital gap (eV): 9.52

CARTESIAN COORDINATES (ANGSTROEM)
C  -0.17779  -1.34037  1.99226
C  -0.66116  -0.38616  0.95308
C  -0.00279  0.04779  -0.11478
C  1.54084  -0.44965  -0.46306
B  -0.56435  1.09342  -1.13997
O  -1.88076  1.42934  -1.10605
O  0.30187  1.64651  -2.03664
H  -0.19958  -0.86254  2.97131
H  0.83183  -1.68012  1.78325
H  -0.84119  -2.20483  2.03795
H  -1.66431  -0.00699  1.11012
H  2.18283  -0.18869  0.36967
H  1.53098  -1.52252  -0.61151
H  1.85329  0.06087  -1.35983
H  -2.17751  2.07301  -1.75119
H  -0.07220  2.29093  -2.63460



Which structure is the most stable? The one labeled run Q.



Run P
Density functional theory data (the ωB97M-V functional and the def2-TZVPD basis) for the molecule C9H11NO2S.

Computed properties:
E_LUMO (alpha / beta) (eV): -0.2 / -1.2
HOMO energy (alpha / beta) (eV): -9.6 / -8.0
Multiplicity: 1
Frontier orbital gap (alpha / beta) (eV): 9.41 / 6.79

CARTESIAN COORDINATES (ANGSTROEM)
C  -1.90563  1.44372  -0.19862
C  -2.22280  0.41721  -0.98144
C  -1.70796  -0.43495  1.06725
C  2.22595  -1.16150  -0.19510
C  2.69218  1.56081  -0.58842
C  -1.03022  0.94695  0.88694
C  -1.60729  -0.83676  -0.43288
C  0.92376  -0.92969  0.45913
C  0.25602  0.34085  0.22428
N  -0.09302  -0.66989  -0.60432
O  3.80629  0.22746  1.48538
O  4.53584  -0.28457  -0.78388
S  3.47192  0.13227  0.07981
H  -2.21817  2.47756  -0.50057
H  -2.63681  0.65123  -1.98515
H  -1.44255  -1.26592  1.71934
H  -2.74617  -0.29675  1.39596
H  2.61127  -2.08528  0.12391
H  2.27964  -0.99829  -1.23501
H  1.99570  1.20809  -1.30555
H  2.19593  2.38644  0.00616
H  -0.89650  1.53236  1.80582
H  -1.92112  -1.73477  -0.70585
H  0.71300  -1.44992  1.28536



Run Q
Density functional theory data (the ωB97M-V functional and the def2-TZVPD basis) for the molecule C9H11NO2S.

Computed properties:
SMILES: S=C(c1ccco1)N1CCOCC1
E_LUMO (eV): -0.3
HOMO energy (eV): -8.0
Multiplicity: 1
Frontier orbital gap (eV): 7.77

CARTESIAN COORDINATES (ANGSTROEM)
S  0.73200  2.59912  -0.15939
C  0.38675  0.88976  0.07860
C  1.56954  0.03870  0.17883
C  2.95132  0.22763  0.26203
C  3.62729  -0.96297  -0.08709
C  2.57997  -1.89073  -0.41735
O  1.39956  -1.29706  -0.29619
N  -0.86793  0.30954  0.24596
C  -2.09190  0.97141  0.23916
C  -3.13888  0.23570  -0.60271
O  -3.28484  -1.01077  -0.15781
C  -2.10302  -1.74193  0.00596
C  -1.12387  -0.96031  0.91984
H  3.70994  1.01712  0.67793
H  4.66678  -1.20135  -0.19409
H  2.40373  -2.99382  -0.54718
H  -2.59031  1.05550  1.23881
H  -2.11067  1.99128  -0.28582
H  -4.06319  0.69103  -0.52960
H  -2.82294  0.24148  -1.63894
H  -1.60634  -1.81897  -0.97083
H  -2.23246  -2.88448  0.24220
H  -0.23073  -1.56812  1.21815
H  -1.62124  -0.66318  1.78627



Which structure is the most stable? The one labeled run Q.